A structure of composition C38H34Br2HfN7S at a distorted geometry. Source: the Open Molecules 2025 dataset; level of theory: the ωB97M-V functional and the def2-TZVPD basis.

Output
Highest occupied orbital energy (eV): -15.326
Kohn-Sham gap (Ha): 0.229
Calculated total energy (hartree): -7445.2280

ORCA input file:
```
! wB97M-V def2-TZVPD RIJCOSX def2/J DEFGRID3
* xyz 3 1
Hf 1.33 -0.58 0.39
Br 3.90 -0.20 6.72
C 3.23 -0.20 4.98
C 1.90 -0.06 4.73
C 1.38 -0.17 3.49
N 2.19 -0.33 2.44
C 3.51 -0.50 2.67
C 4.09 -0.42 3.89
C 4.34 -0.77 1.47
C 5.70 -0.71 1.51
C 6.38 -1.05 0.33
Br 8.23 -0.93 0.31
C 5.67 -1.47 -0.84
C 4.33 -1.47 -0.76
N 3.64 -1.11 0.37
H 1.23 0.10 5.56
H 0.35 -0.07 3.26
H 5.14 -0.60 4.02
H 6.27 -0.45 2.41
H 6.21 -1.63 -1.76
H 3.74 -1.72 -1.62
C -4.78 1.47 -0.78
C -4.92 1.32 0.72
C -6.16 1.09 1.29
C -6.28 1.19 2.68
C -5.18 1.40 3.53
C -3.91 1.48 2.93
C -3.83 1.46 1.55
N -2.52 1.61 0.89
C -1.63 0.60 0.86
N -2.16 -0.64 1.03
C -1.53 -1.89 0.93
C -0.16 -2.03 0.76
C 0.37 -3.35 0.65
C -0.45 -4.45 0.80
C -1.81 -4.30 0.93
C -2.41 -3.05 1.03
C -3.93 -2.94 1.16
N -0.35 0.77 0.56
C 0.32 1.94 -0.09
C 1.53 2.30 0.49
C 2.43 3.11 -0.21
C 2.06 3.65 -1.46
C 0.79 3.34 -1.98
C -0.10 2.51 -1.30
C -1.38 2.10 -2.04
H -5.66 1.08 -1.28
H -3.90 0.88 -1.14
H -4.78 2.49 -1.07
H -7.05 0.84 0.66
H -7.29 1.18 3.08
H -5.32 1.47 4.61
H -3.05 1.69 3.59
H -2.17 2.58 0.80
H -3.12 -0.69 1.36
H 1.46 -3.47 0.43
H -0.04 -5.47 0.83
H -2.43 -5.17 0.99
H -4.39 -3.88 1.00
H -4.30 -2.21 0.42
H -4.22 -2.57 2.13
H 1.73 2.12 1.54
H 3.28 3.51 0.30
H 2.69 4.40 -1.92
H 0.45 3.82 -2.91
H -1.01 1.76 -2.98
H -2.06 2.94 -2.13
H -1.84 1.25 -1.53
N 0.96 -0.03 -6.99
C 0.54 0.49 -5.84
S -0.37 1.84 -5.65
C 0.98 -0.10 -4.53
C 1.93 0.61 -3.78
C 2.10 0.25 -2.47
N 1.52 -0.83 -1.90
C 0.74 -1.58 -2.68
C 0.47 -1.25 -3.98
H 0.77 0.44 -7.86
H 1.45 -0.94 -6.96
H 2.42 1.51 -4.15
H 2.70 0.91 -1.79
H 0.30 -2.42 -2.15
H -0.24 -1.82 -4.53
*
```

A structure of composition C38H34Br4ClMgN5O2SSe at a distorted geometry. Source: the Open Molecules 2025 dataset; level of theory: the ωB97M-V functional and the def2-TZVPD basis.

Output
Highest occupied orbital energy (eV): -1.738
Kohn-Sham gap (Ha): 0.200
Calculated total energy (hartree): -15648.9928
ΔE to the lowest compared entry with this formula, charge and spin (kJ/mol): 114.84

ORCA input file:
```
! wB97M-V def2-TZVPD RIJCOSX def2/J DEFGRID3
* xyz -2 1
Mg -0.33 0.90 -1.19
Br -5.15 -1.03 -5.68
C -4.16 -0.07 -4.38
C -4.50 1.23 -4.06
Br -6.03 2.03 -4.86
C -3.73 1.94 -3.16
Br -4.16 3.74 -2.72
C -2.61 1.39 -2.54
O -1.85 2.03 -1.74
C -2.28 0.02 -2.84
O -1.26 -0.46 -2.22
C -3.06 -0.66 -3.76
Br -2.59 -2.44 -4.21
C -3.14 1.51 1.39
C -2.65 2.86 0.97
C -3.53 3.93 0.86
C -3.08 5.16 0.43
C -1.74 5.35 0.14
C -0.83 4.31 0.27
C 0.63 4.52 0.00
C -1.31 3.06 0.67
N -0.41 2.00 0.76
C 0.21 1.76 1.84
C 0.00 2.56 3.10
C 1.21 0.70 1.86
C 1.94 0.44 3.15
N 1.44 0.08 0.77
C 2.49 -0.83 0.68
C 2.26 -2.19 0.91
C 0.90 -2.65 1.31
C 3.33 -3.06 0.81
C 4.60 -2.60 0.49
C 4.81 -1.25 0.28
C 3.76 -0.35 0.37
C 3.98 1.12 0.15
H -4.16 1.56 1.76
H -2.50 1.08 2.16
H -3.11 0.81 0.54
H -4.57 3.78 1.10
H -3.78 5.98 0.32
H -1.39 6.31 -0.21
H 0.83 5.56 -0.25
H 0.95 3.90 -0.84
H 1.24 4.24 0.85
H -0.75 3.33 2.93
H 0.93 3.04 3.41
H -0.33 1.91 3.91
H 1.24 0.20 3.95
H 2.50 1.33 3.46
H 2.64 -0.38 3.04
H 0.69 -2.37 2.34
H 0.81 -3.73 1.23
H 0.14 -2.19 0.68
H 3.17 -4.11 1.00
H 5.42 -3.29 0.40
H 5.80 -0.89 0.04
H 4.92 1.29 -0.36
H 4.00 1.65 1.11
H 3.17 1.54 -0.44
Se -2.91 -2.14 0.39
C -3.44 -2.80 2.05
C -4.54 -3.65 2.19
C -4.88 -4.10 3.45
N -4.23 -3.79 4.56
C -3.18 -2.98 4.42
C -2.75 -2.47 3.22
H -5.12 -3.93 1.33
H -5.74 -4.76 3.58
H -2.66 -2.74 5.35
H -1.89 -1.81 3.17
Cl 1.35 2.01 -2.16
N -0.24 -2.86 -1.76
C 1.00 -2.59 -2.11
N 1.53 -1.44 -2.27
C 2.86 -1.49 -2.59
C 3.71 -0.42 -2.81
C 5.04 -0.65 -3.07
C 5.55 -1.95 -3.14
C 4.72 -3.03 -2.93
C 3.39 -2.80 -2.66
S 2.14 -3.98 -2.34
H -0.89 -2.06 -1.80
H -0.59 -3.80 -1.80
H 3.30 0.59 -2.76
H 5.71 0.18 -3.22
H 6.60 -2.11 -3.35
H 5.10 -4.05 -2.98
*
```

A structure of composition C38H35AgN4O4S at a distorted geometry. Source: the Open Molecules 2025 dataset; level of theory: the ωB97M-V functional and the def2-TZVPD basis.

Output
Highest occupied orbital energy (eV): -1.190
Kohn-Sham gap (Ha): 0.210
Calculated total energy (hartree): -2534.0690

ORCA input file:
```
! wB97M-V def2-TZVPD RIJCOSX def2/J DEFGRID3
* xyz -2 1
Ag -7.24 3.06 17.36
N -6.38 -0.54 19.53
C -7.42 0.09 18.89
S -7.31 0.70 17.26
N -8.67 -0.04 19.42
N -9.66 0.59 18.87
C -10.86 0.56 19.45
C -11.68 1.70 19.24
C -12.72 2.00 20.20
C -13.25 3.27 20.23
C -12.93 4.15 19.15
C -12.00 3.70 18.24
N -11.31 2.58 18.30
H -5.59 -0.88 18.96
H -6.71 -1.17 20.26
H -11.09 -0.17 20.22
H -13.00 1.34 21.01
H -13.98 3.58 21.06
H -13.40 5.14 19.03
H -11.69 4.26 17.39
C -2.05 7.05 16.70
C -3.45 7.31 17.17
C -3.60 8.79 17.54
O -4.38 7.01 16.08
C -5.36 5.98 16.53
C -4.95 5.51 17.88
O -3.85 6.42 18.29
C -6.07 5.45 19.00
O -7.23 4.91 18.41
C -6.36 6.85 19.52
C -7.42 7.58 19.00
C -7.78 8.78 19.61
C -7.11 9.26 20.71
C -5.99 8.53 21.22
C -5.59 7.37 20.54
C -5.52 4.46 20.17
C -6.56 3.92 20.97
C -6.34 2.96 21.91
C -5.02 2.71 22.28
C -3.90 3.35 21.62
C -4.19 4.31 20.62
C -5.49 4.89 15.40
O -6.55 4.06 15.63
C -4.21 4.04 15.00
C -3.04 3.83 15.78
C -1.98 3.13 15.26
C -2.11 2.42 14.07
C -3.24 2.60 13.33
C -4.24 3.49 13.74
C -5.99 5.74 14.15
C -5.19 6.17 13.12
C -5.70 6.96 12.07
C -7.06 7.36 12.09
C -7.90 6.94 13.18
C -7.38 6.18 14.18
H -1.86 7.51 15.73
H -1.87 5.99 16.66
H -1.31 7.42 17.41
H -3.55 9.45 16.65
H -2.86 9.09 18.27
H -4.57 8.98 17.93
H -6.40 6.35 16.60
H -4.48 4.55 17.89
H -7.91 7.18 18.09
H -8.62 9.38 19.18
H -7.54 10.12 21.27
H -5.43 8.86 22.13
H -4.73 6.81 20.88
H -7.60 4.26 20.77
H -7.15 2.35 22.40
H -4.85 1.97 23.06
H -2.88 3.14 21.90
H -3.41 4.89 20.10
H -2.97 4.29 16.76
H -1.04 3.12 15.79
H -1.31 1.73 13.77
H -3.41 2.14 12.32
H -5.07 3.71 13.01
H -4.10 5.99 13.24
H -5.11 7.46 11.31
H -7.52 7.80 11.18
H -8.92 7.30 13.27
H -8.04 5.96 15.00
*
```

A cluster of 2 separate species, C38H35BF6O3S in total at a distorted geometry. Source: the Open Molecules 2025 dataset; level of theory: the ωB97M-V functional and the def2-TZVPD basis.

Output
Highest occupied orbital energy (eV): -7.822
Kohn-Sham gap (Ha): 0.282
SMILES string: Cc1ccc([C@H](B2OCC(C)(C)CO2)c2ccc(Oc3ccccc3)cc2)cc1.Cc1ccc(-c2cc(C(F)(F)F)cc(C(F)(F)F)c2)s1
Calculated total energy (hartree): -2717.0775
ΔE to the lowest compared entry with this formula, charge and spin (kJ/mol): 108.88

ORCA input file:
```
! wB97M-V def2-TZVPD RIJCOSX def2/J DEFGRID3
* xyz 0 1
C -4.56 4.53 -1.52
C -3.19 4.08 -1.86
C -2.75 3.40 -2.98
C -1.32 3.24 -3.02
C -0.69 3.81 -1.92
B -1.22 -0.27 1.00
C 0.69 3.78 -1.51
C 1.12 4.61 -0.45
C 2.47 4.79 -0.21
C 2.90 5.72 0.90
F 3.23 6.97 0.45
F 1.93 5.89 1.85
F 4.00 5.23 1.56
C 3.42 4.11 -0.97
C 2.99 3.15 -1.88
C 3.99 2.27 -2.57
F 3.91 0.96 -2.14
F 3.83 2.24 -3.93
F 5.27 2.68 -2.32
C 1.64 2.96 -2.15
O -1.49 -0.95 2.12
C -2.73 -0.56 2.83
C -3.93 -0.46 1.84
C -4.45 -1.88 1.67
C -5.00 0.43 2.45
C -3.54 0.08 0.44
O -2.20 0.58 0.48
S -1.88 4.43 -0.79
H -5.19 4.56 -2.42
H -5.04 3.89 -0.78
H -4.49 5.54 -1.08
H -3.43 3.04 -3.75
H -0.76 2.77 -3.82
H 0.42 5.14 0.19
H 4.48 4.27 -0.82
H 1.31 2.19 -2.86
H -2.92 -1.38 3.54
H -2.53 0.37 3.39
H -5.40 -1.87 1.11
H -3.70 -2.49 1.11
H -4.60 -2.33 2.67
H -5.92 0.39 1.84
H -5.24 0.10 3.47
H -4.65 1.47 2.49
H -3.58 -0.73 -0.32
H -4.20 0.89 0.10
C 5.12 1.47 2.35
C 3.76 1.07 1.84
C 2.65 1.92 1.92
C 1.44 1.59 1.32
C 1.31 0.41 0.57
C 0.01 0.09 -0.13
C 0.04 -1.33 -0.69
C 0.09 -1.68 -2.05
C 0.13 -3.02 -2.44
C 0.07 -4.04 -1.48
O -0.11 -5.35 -1.88
C 0.14 -6.35 -0.92
C -0.75 -7.44 -0.88
C -0.42 -8.54 -0.10
C 0.76 -8.55 0.66
C 1.59 -7.43 0.67
C 1.28 -6.32 -0.11
C 0.06 -3.70 -0.12
C 0.15 -2.37 0.25
C 2.43 -0.44 0.51
C 3.60 -0.17 1.21
H 5.89 0.82 1.91
H 5.37 2.51 2.11
H 5.22 1.37 3.44
H 2.75 2.86 2.46
H 0.58 2.27 1.40
H -0.28 0.81 -0.90
H 0.09 -0.88 -2.80
H 0.18 -3.30 -3.50
H -1.67 -7.38 -1.45
H -1.09 -9.41 -0.09
H 1.02 -9.44 1.23
H 2.50 -7.41 1.28
H 1.89 -5.42 -0.05
H 0.01 -4.47 0.66
H 0.35 -2.16 1.30
H 2.42 -1.36 -0.09
H 4.42 -0.89 1.24
*
```

A cluster of 2 separate species, C38H35BF6O4S in total at a distorted geometry. Source: the Open Molecules 2025 dataset; level of theory: the ωB97M-V functional and the def2-TZVPD basis.

Output
Highest occupied orbital energy (eV): -6.479
Kohn-Sham gap (Ha): 0.109
Calculated total energy (hartree): -2792.1895
ΔE to the lowest compared entry with this formula, charge and spin (kJ/mol): 0.00

ORCA input file:
```
! wB97M-V def2-TZVPD RIJCOSX def2/J DEFGRID3
* xyz 0 1
C 1.78 -8.68 -1.12
C 1.82 -7.20 -1.12
C 2.73 -6.39 -1.75
C 2.48 -4.99 -1.58
C 1.36 -4.72 -0.82
B 0.80 -3.25 -0.39
C -0.12 -2.75 -1.63
C -1.47 -3.06 -1.64
C -2.22 -2.75 -2.77
C -3.67 -3.13 -2.81
F -4.05 -3.60 -4.04
F -3.97 -4.11 -1.90
F -4.48 -2.06 -2.52
C -1.65 -2.10 -3.85
C -0.31 -1.72 -3.77
C 0.36 -0.99 -4.90
F 0.96 0.16 -4.46
F 1.34 -1.76 -5.48
F -0.51 -0.64 -5.89
C 0.45 -2.03 -2.65
O 0.03 -3.40 0.82
C 0.18 -2.47 1.87
C 1.65 -2.04 2.11
C 1.64 -0.85 3.03
C 2.47 -3.14 2.72
C 2.20 -1.55 0.74
O 2.01 -2.48 -0.29
S 0.66 -6.21 -0.29
H 2.65 -9.05 -1.66
H 1.81 -9.07 -0.10
H 0.88 -9.08 -1.59
H 3.58 -6.79 -2.32
H 3.13 -4.23 -2.02
H -1.91 -3.59 -0.80
H -2.23 -1.86 -4.72
H 1.51 -1.76 -2.61
H -0.42 -1.58 1.60
H -0.27 -2.90 2.77
H 2.65 -0.56 3.35
H 1.19 -0.01 2.49
H 1.04 -1.04 3.93
H 3.48 -2.76 2.90
H 2.04 -3.39 3.69
H 2.51 -4.03 2.09
H 1.69 -0.61 0.45
H 3.28 -1.34 0.81
C -6.79 3.17 -0.80
O -6.42 1.98 -0.03
C -5.10 1.75 0.25
C -4.70 0.43 0.57
C -3.37 0.10 0.68
C -2.34 1.10 0.57
C -0.97 0.84 0.85
C 0.00 1.90 0.98
C 0.74 2.18 2.18
C 1.70 3.19 2.21
C 1.88 4.06 1.13
O 3.01 4.90 1.18
C 2.93 6.26 1.49
C 3.97 6.77 2.28
C 3.93 8.11 2.70
C 2.87 8.92 2.31
C 1.87 8.42 1.47
C 1.88 7.07 1.07
C 1.08 3.90 -0.01
C 0.20 2.83 -0.08
C -2.79 2.43 0.29
C -4.12 2.77 0.20
H -7.82 2.94 -1.10
H -6.79 4.09 -0.17
H -6.15 3.31 -1.68
H -5.50 -0.29 0.71
H -3.10 -0.94 0.83
H -0.78 -0.14 1.26
H 0.57 1.64 3.11
H 2.38 3.31 3.06
H 4.76 6.11 2.59
H 4.71 8.49 3.37
H 2.79 9.93 2.72
H 1.04 9.05 1.16
H 1.10 6.65 0.46
H 1.17 4.60 -0.85
H -0.39 2.70 -0.98
H -2.08 3.24 0.12
H -4.42 3.81 0.03
*
```